1.
Molecular formula: C30H55ClN10
Method: DFT, ωB97M-V/def2-TZVPD

```
! wB97M-V def2-TZVPD RIJCOSX def2/J DEFGRID3
* xyz 4 1
C 3.751 4.136 4.435
C 3.712 4.214 2.944
N 3.013 3.165 2.206
C 2.993 1.811 2.549
C 2.260 1.104 1.567
N 1.913 2.027 0.600
C 2.314 3.247 0.993
C 1.107 1.665 -0.556
H 4.069 5.153 4.664
H 4.391 3.381 4.890
H 2.734 4.001 4.805
H 4.742 4.024 2.642
H 3.587 5.238 2.593
H 3.525 1.475 3.427
H 2.009 0.059 1.467
H 2.250 4.090 0.321
H 0.365 2.428 -0.789
H 0.552 0.776 -0.254
H 1.688 1.543 -1.470
C -2.318 3.263 0.450
C -2.394 3.914 -0.988
N -1.363 3.291 -1.844
C -1.171 1.997 -2.122
C -0.134 1.795 -3.023
N 0.220 3.089 -3.407
C -0.453 4.021 -2.619
C 1.104 3.334 -4.534
H -3.276 3.365 0.959
H -1.576 3.698 1.120
H -2.180 2.182 0.423
H -2.292 5.000 -0.975
H -3.319 3.605 -1.475
H -1.907 1.353 -1.664
H 0.110 0.872 -3.527
H -0.409 5.100 -2.585
H 2.115 3.116 -4.191
H 1.239 4.352 -4.899
H 0.831 2.665 -5.350
C -2.014 -0.080 -2.534
C -3.222 -0.642 -1.738
N -4.279 -1.185 -2.584
C -4.887 -0.517 -3.636
C -5.961 -1.209 -4.104
N -5.958 -2.371 -3.356
C -4.904 -2.374 -2.412
C -6.997 -3.336 -3.407
H -2.206 0.745 -3.220
H -1.541 -0.811 -3.190
H -1.251 0.122 -1.782
H -3.688 0.036 -1.022
H -2.809 -1.493 -1.196
H -4.495 0.456 -3.891
H -6.742 -0.987 -4.816
H -4.688 -3.073 -1.617
H -7.317 -3.545 -4.428
H -7.748 -2.922 -2.734
H -6.646 -4.280 -2.990
C 4.434 -2.876 4.057
C 3.996 -1.430 4.022
N 2.592 -1.138 3.823
C 1.701 -0.391 4.611
C 0.456 -0.496 3.944
N 0.671 -1.128 2.744
C 1.897 -1.621 2.774
C -0.328 -1.219 1.703
H 5.481 -2.915 3.756
H 3.813 -3.258 3.247
H 4.137 -3.436 4.945
H 4.629 -0.862 3.340
H 4.350 -1.019 4.968
H 1.967 0.051 5.560
H -0.552 -0.163 4.141
H 2.344 -2.211 1.988
H 0.037 -1.741 0.819
H -0.624 -0.179 1.563
H -1.210 -1.698 2.127
C 1.802 -4.291 1.967
C 1.238 -4.842 0.569
N 0.590 -3.739 -0.223
C -0.688 -3.198 -0.033
C -0.844 -2.197 -0.967
N 0.357 -2.135 -1.641
C 1.203 -3.001 -1.149
C 0.743 -1.040 -2.538
H 1.077 -3.833 2.641
H 2.729 -3.720 2.022
H 2.033 -5.151 2.595
H 0.368 -5.492 0.654
H 2.007 -5.358 -0.006
H -1.322 -3.580 0.753
H -1.567 -1.409 -1.116
H 2.238 -3.107 -1.438
H 0.110 -0.158 -2.441
H 0.821 -1.469 -3.537
H 1.799 -0.922 -2.294
Cl -0.933 0.289 -0.077
*
```

## Properties
relative energy (zero: lowest compared OMol25 entry of this formula, charge and spin): 15.131 eV
frontier orbital gap: 9.05 eV
HOMO energy: -18.12 eV

Results of the Löwdin charge analysis, in e, for atoms 1 through 2:
1. C -0.061
2. C -0.189


2.
Molecular formula: C30H55MgN5O6P2S3
Method: DFT, ωB97M-V/def2-TZVPD

```
! wB97M-V def2-TZVPD RIJCOSX def2/J DEFGRID3
* xyz 2 1
Mg -0.631 -0.495 0.141
S -0.883 -0.252 2.715
C -0.293 1.271 3.098
N 0.746 1.908 2.533
C 1.132 3.084 3.313
C -0.126 3.336 4.153
N -0.798 2.045 4.062
H 1.377 1.424 1.908
H 1.389 3.920 2.668
H 1.993 2.856 3.947
H -0.751 4.123 3.722
H 0.099 3.595 5.185
H -1.601 1.786 4.606
O 1.260 -0.493 0.598
S 2.238 -1.434 -0.078
C 3.605 -0.355 -0.725
C 3.650 1.003 -0.103
C 2.977 2.068 -0.696
C 3.117 3.352 -0.192
C 3.906 3.580 0.926
C 4.546 2.518 1.548
C 4.418 1.236 1.036
C 3.163 -2.209 1.295
C 4.300 -3.003 0.720
C 5.622 -2.701 1.028
C 6.659 -3.399 0.426
C 6.385 -4.397 -0.497
C 5.068 -4.720 -0.794
C 4.031 -4.026 -0.190
H 3.430 -0.277 -1.797
H 4.523 -0.911 -0.550
H 2.380 1.892 -1.585
H 2.631 4.182 -0.688
H 4.038 4.588 1.300
H 5.171 2.694 2.414
H 4.963 0.420 1.495
H 2.430 -2.847 1.790
H 3.475 -1.419 1.977
H 5.846 -1.932 1.758
H 7.683 -3.161 0.682
H 7.195 -4.933 -0.971
H 4.850 -5.521 -1.489
H 3.002 -4.290 -0.411
O -0.156 -0.536 -1.786
S 0.697 -0.603 -3.033
C 1.034 -2.388 -3.330
C 0.564 -2.701 -4.742
C -0.743 -1.935 -4.922
C -0.457 -0.514 -4.457
H 0.445 -2.903 -2.570
H 2.092 -2.586 -3.170
H 0.424 -3.773 -4.879
H 1.303 -2.369 -5.474
H -1.529 -2.387 -4.314
H -1.064 -1.946 -5.963
H -1.328 0.047 -4.121
H 0.065 0.055 -5.227
C -2.852 -5.069 0.401
O -3.234 -3.778 0.900
P -2.323 -2.489 1.164
O -2.098 -1.824 -0.350
C -2.674 -2.389 -1.533
O -0.786 -3.096 1.158
C -0.379 -3.826 2.329
H -2.835 -5.771 1.233
H -1.871 -5.050 -0.075
H -3.607 -5.380 -0.317
H -2.573 -1.653 -2.325
H -3.729 -2.606 -1.378
H -2.154 -3.306 -1.812
H 0.014 -4.793 2.021
H -1.215 -3.978 3.016
H 0.389 -3.263 2.859
C -4.054 1.330 2.274
N -3.311 2.399 1.609
C -3.688 3.739 2.040
P -2.793 2.097 0.062
O -1.802 0.974 0.048
N -4.098 1.674 -0.851
C -3.878 1.076 -2.162
C -5.432 2.237 -0.680
N -2.079 3.449 -0.563
C -0.692 3.762 -0.258
C -2.833 4.558 -1.133
H -3.903 1.397 3.352
H -3.685 0.364 1.936
H -5.130 1.389 2.074
H -3.475 3.848 3.105
H -4.752 3.951 1.891
H -3.110 4.484 1.496
H -2.869 0.666 -2.201
H -4.005 1.810 -2.964
H -4.603 0.273 -2.319
H -5.498 2.813 0.239
H -6.170 1.433 -0.636
H -5.695 2.888 -1.519
H -0.199 2.886 0.151
H -0.618 4.588 0.460
H -0.180 4.067 -1.174
H -3.894 4.315 -1.177
H -2.480 4.767 -2.145
H -2.709 5.467 -0.538
*
```

## Properties
relative energy (zero: lowest compared OMol25 entry of this formula, charge and spin): 0.186 eV
frontier orbital gap: 9.15 eV
HOMO energy: -13.04 eV

Results of the Löwdin charge analysis, in e, for atoms 1 through 2:
1. Mg 0.348
2. S 0.731